This record from OMol25 describes a single C15H14Cl2N4O2 molecule at a distorted geometry. The level of theory is ωB97M-V/def2-TZVPD.

Structure (XYZ):
```
37
Properties=species:S:1:pos:R:3:lowdin_charge:R:1
Cl 1.30 2.45 0.35 0.769
Cl -2.52 -1.07 -1.54 0.735
O 1.87 -5.46 2.36 0.045
O -0.45 4.63 1.41 0.046
N -1.81 5.54 -0.09 0.096
N 1.98 -4.32 0.40 0.123
N 1.03 -3.30 2.14 0.121
N -1.52 6.47 0.89 0.042
C 0.43 -0.38 -0.44 -0.314
C -1.15 4.44 0.25 -0.286
C 1.29 -3.15 -0.18 -0.248
C -1.25 3.11 -0.40 -0.152
C 1.76 -2.31 -1.37 -0.122
C 1.12 -2.26 1.10 -0.233
C -2.43 2.87 -1.09 -0.005
C 1.68 -4.45 1.70 -0.588
C -0.29 2.07 -0.26 -0.489
C -2.74 1.58 -1.54 -0.095
C -1.88 0.54 -1.25 -0.547
C 0.74 -1.19 -1.70 -0.158
C -0.61 0.75 -0.64 -0.172
C 0.02 -1.23 0.77 -0.109
C -0.77 5.87 1.78 -0.171
H -0.43 6.32 2.72 0.138
H 1.95 -5.16 -0.17 0.153
H -0.94 -1.72 0.66 0.098
H -0.15 -1.60 -2.14 0.058
H 1.15 -0.48 -2.42 0.125
H 1.39 0.05 -0.20 0.083
H 2.00 -2.96 -2.23 0.116
H -3.16 3.64 -1.25 0.115
H -3.68 1.37 -2.06 0.112
H -0.16 -0.52 1.59 0.127
H 1.11 -3.04 3.12 0.151
H 0.29 -3.51 -0.47 0.154
H 2.07 -1.72 1.30 0.158
H 2.75 -1.87 -1.12 0.124
```

For the HOMO-LUMO gap, the calculation gives 0.336 Eh. The calculation puts the energy above the lowest of the compared OMol25 structures with the same formula, charge and spin at 25.5 kcal/mol. The structure (SMILES) is O=C1N[C@@H]2CC[C@@H](c3c(Cl)ccc(-c4nnco4)c3Cl)C[C@H]2N1. The calculation puts the maximum force at 2.90 eV Å⁻¹. As for the LUMO energy: -0.26 eV. The HOMO energy is -9.400 eV.

---

This record from OMol25 describes a single C15H14ClNO4S molecule at a distorted geometry. The level of theory is ωB97M-V/def2-TZVPD.

Structure (XYZ):
```
36
Properties=species:S:1:pos:R:3:lowdin_charge:R:1
Cl 5.93 -1.91 4.32 0.676
S 0.87 1.34 1.50 0.632
O -3.69 -0.84 -4.27 0.035
O -5.15 -0.46 -2.53 0.038
O 0.25 0.67 2.61 -0.282
O 1.75 2.44 1.74 -0.285
N -0.29 1.85 0.42 -0.144
C -1.23 0.50 -1.88 -0.047
C 3.53 -2.01 3.11 -0.093
C 2.57 -1.56 2.22 -0.031
C 5.00 -0.23 2.42 -0.092
C -5.03 -0.93 -3.86 -0.157
C -1.62 1.29 0.49 -0.191
C -2.10 0.73 -0.82 -0.209
C 1.77 0.08 0.51 -0.173
C -3.00 -0.32 -3.21 -0.207
C 4.74 -1.35 3.21 -0.674
C -1.66 -0.03 -3.09 0.015
C -3.89 -0.09 -2.15 -0.197
C -3.46 0.43 -0.96 0.049
C 2.82 -0.45 1.41 -0.288
C 4.04 0.21 1.53 -0.032
H -2.34 2.03 0.86 0.132
H 1.03 -0.66 0.22 0.107
H -5.37 -1.97 -3.91 0.140
H 5.95 0.28 2.51 0.107
H 2.17 0.61 -0.35 0.108
H -0.19 0.75 -1.75 0.094
H 1.62 -2.06 2.15 0.121
H 4.24 1.08 0.93 0.120
H -5.66 -0.31 -4.52 0.140
H -0.98 -0.21 -3.90 0.118
H 3.33 -2.87 3.73 0.106
H -0.23 2.83 0.21 0.117
H -1.57 0.49 1.24 0.119
H -4.16 0.61 -0.15 0.128
```

For the HOMO-LUMO gap, the calculation gives 0.327 Eh. The calculation puts the energy above the lowest of the compared OMol25 structures with the same formula, charge and spin at 27.3 kcal/mol. The structure (SMILES) is O=S(=O)(Cc1ccc(Cl)cc1)NCc1ccc2c(c1)OCO2. The calculation puts the maximum force at 1.26 eV Å⁻¹. As for the LUMO energy: 0.57 eV. The HOMO energy is -8.318 eV.

---

This record from OMol25 describes 2 unconnected molecules or ions with the total composition C15H14FNO5 at a distorted geometry. The level of theory is ωB97M-V/def2-TZVPD.

Structure (XYZ):
```
36
Properties=species:S:1:pos:R:3:lowdin_charge:R:1
F -3.59 3.27 -0.46 -0.078
O -1.93 5.22 2.37 -0.046
O -4.56 -2.44 -2.44 -0.041
O 2.04 0.70 0.71 -0.004
O -2.66 3.23 3.49 -0.003
O -0.21 -3.00 0.92 -0.041
N 2.86 -0.99 -0.50 0.011
C -3.51 0.66 -1.27 0.072
C -2.07 -3.21 -2.50 0.016
C -0.85 -3.40 -1.62 0.007
C -1.89 3.73 2.52 -0.268
C -1.51 -1.04 -0.23 -0.024
C 3.87 -1.92 -0.97 -0.076
C -0.78 -2.54 -0.20 -0.226
C 3.00 0.00 0.42 -0.529
C -3.29 -2.15 -2.09 -0.204
C -0.89 2.90 1.53 -0.068
C -2.91 1.93 -0.36 -0.016
C -0.94 0.22 0.66 0.070
C 4.35 0.20 1.04 -0.009
C -2.83 -0.84 -1.22 -0.033
C -1.61 1.74 0.62 -0.050
H 5.09 0.45 0.27 0.087
H -4.45 0.84 -1.96 0.119
H 4.31 1.03 1.75 0.087
H -0.32 3.63 0.81 0.140
H -1.44 5.56 3.20 0.135
H -2.15 -3.78 -3.54 0.126
H 4.84 -1.75 -0.51 0.078
H 1.93 -1.07 -0.88 0.135
H -0.09 2.35 2.23 0.145
H 4.65 -0.70 1.58 0.089
H 3.96 -1.79 -2.06 0.085
H 0.00 0.02 1.36 0.103
H 0.04 -4.14 -1.92 0.125
H 3.53 -2.93 -0.76 0.085
```

For the HOMO-LUMO gap, the calculation gives 0.267 Eh. The calculation puts the energy above the lowest of the compared OMol25 structures with the same formula, charge and spin at 327.5 kcal/mol. The structure (SMILES) is O=C(O)Cc1cc2c(cc1F)C(=O)C=CC2=O.CNC(C)=O. The calculation puts the maximum force at 8.76 eV Å⁻¹. As for the LUMO energy: -1.97 eV. The HOMO energy is -9.234 eV.

---

This record from OMol25 describes a molecular structure, C15H14IN2ORuS2. The level of theory is ωB97M-V/def2-TZVPD.

Structure (XYZ):
```
36
Properties=species:S:1:pos:R:3:lowdin_charge:R:1
I -4.38 3.76 -1.44 0.921
Ru 0.07 0.10 0.91 1.172
S -0.73 -4.39 0.85 1.156
S -1.73 -1.63 1.52 0.739
O -1.28 1.21 -0.40 -0.146
N 0.62 -2.19 0.54 -0.057
N -3.19 1.63 0.76 0.196
C 0.72 2.30 2.28 -0.087
C 0.99 2.63 0.95 -0.085
C 2.76 -3.01 -0.37 0.014
C -2.48 1.61 -0.35 -0.596
C 0.86 -4.48 0.22 -0.415
C 1.57 -5.61 -0.17 -0.041
C 2.27 0.45 2.14 -0.113
C -0.57 -2.68 0.95 -1.112
C 1.36 1.21 2.88 -0.099
C -3.11 2.06 -1.63 -0.559
C 3.44 -4.12 -0.75 -0.014
C 1.44 -3.17 0.12 -0.270
C 1.88 1.85 0.20 -0.088
C 2.85 -5.42 -0.65 0.016
C 2.53 0.77 0.80 -0.118
H 1.21 1.01 3.93 0.129
H 3.42 -6.28 -0.96 0.133
H -2.33 2.30 -2.34 0.061
H 0.08 2.94 2.88 0.130
H 0.54 3.51 0.51 0.132
H -4.13 2.01 0.77 0.080
H -3.72 1.26 -2.03 0.073
H -2.79 1.33 1.64 0.105
H 3.20 -2.03 -0.46 0.108
H 2.11 2.12 -0.82 0.133
H 4.45 -4.03 -1.13 0.129
H 1.13 -6.60 -0.11 0.133
H 2.83 -0.34 2.62 0.129
H 3.27 0.22 0.24 0.112
```

For the HOMO-LUMO gap (alpha / beta), the calculation gives 0.314 / 0.194 Eh. Its charge is +2. The spin multiplicity is 6. The calculation puts the energy above the lowest of the compared OMol25 structures with the same formula, charge and spin at 1.4 kcal/mol. The calculation puts the maximum force at 0.43 eV Å⁻¹. As for the LUMO energy (alpha / beta): -6.20 / -9.48 eV. The HOMO energy (alpha / beta) is -14.739 / -14.755 eV.

---

This record from OMol25 describes a molecular structure, C15H14IrN2O3S at a distorted geometry. The level of theory is ωB97M-V/def2-TZVPD.

Structure (XYZ):
```
36
Properties=species:S:1:pos:R:3:lowdin_charge:R:1
Ir 0.00 0.00 0.00 1.366
S -1.27 2.60 3.88 0.786
O -1.07 -0.49 1.59 -0.290
O -2.26 3.62 3.30 -0.437
O 0.14 3.21 3.95 -0.432
N -1.03 1.67 2.41 -0.053
N 1.34 1.01 0.31 -0.229
C 1.09 -2.00 -0.59 -0.209
C -2.06 1.00 6.10 -0.093
C 0.90 -1.28 -1.80 -0.207
C -1.57 1.65 -0.91 -0.083
C -2.07 -1.23 4.37 -0.042
C -1.32 0.42 2.55 -0.524
C -2.39 -1.39 5.73 -0.141
C -2.39 -0.28 6.59 -0.142
C -1.18 -1.90 -1.01 -0.189
C -0.50 -1.20 -2.05 -0.227
C 0.53 2.57 -2.22 -0.018
C -0.43 2.04 -1.48 -0.248
C -1.75 1.13 4.75 -0.314
C -0.20 -2.39 -0.11 -0.204
C -1.75 0.05 3.90 -0.215
H -2.05 -2.09 3.70 0.099
H -0.96 -0.70 -2.91 0.105
H -0.39 -2.95 0.81 0.112
H -2.26 -2.02 -0.92 0.112
H 0.27 3.37 -2.94 0.062
H 1.57 2.24 -2.16 0.046
H 1.69 -0.82 -2.41 0.102
H 2.21 1.56 0.34 0.019
H -2.64 -2.37 6.11 0.071
H -1.92 2.09 0.03 0.068
H -2.05 1.86 6.76 0.099
H -2.63 -0.41 7.64 0.074
H -2.24 0.95 -1.42 0.070
H 2.05 -2.21 -0.11 0.104
```

For the HOMO-LUMO gap (alpha / beta), the calculation gives 0.125 / 0.255 Eh. Its charge is -1. The spin multiplicity is 5. The calculation puts the maximum force at 7.52 eV Å⁻¹. As for the LUMO energy (alpha / beta): 2.43 / 2.31 eV. The HOMO energy (alpha / beta) is -0.984 / -4.620 eV.

---

This record from OMol25 describes a molecular structure, C15H14N13O5SV at a distorted geometry. The level of theory is ωB97M-V/def2-TZVPD.

Structure (XYZ):
```
49
Properties=species:S:1:pos:R:3:lowdin_charge:R:1
V -0.36 -0.85 0.43 1.077
S -3.66 -3.16 2.71 0.612
O -3.30 1.66 -0.98 0.058
O -1.76 0.20 -0.34 -0.140
O 0.91 0.31 0.12 -0.170
O -0.09 -0.17 2.89 -0.129
O 2.35 1.85 -0.60 0.114
N 1.08 -2.11 1.17 -0.054
N -0.23 -1.99 -1.14 -0.066
N 2.65 -2.75 2.49 -0.049
N 0.04 0.98 -2.79 0.104
N -1.15 -2.02 -2.16 -0.008
N 3.20 -1.04 -5.75 0.145
N -0.65 2.08 1.34 -0.178
N 2.99 -3.21 1.27 0.050
N 1.55 -2.11 2.44 -0.064
N -0.68 -2.74 -3.09 -0.051
N -1.63 -1.87 1.33 -0.048
N 0.55 -3.24 -2.78 0.059
N 1.91 -3.04 -0.86 0.169
C 2.00 -2.79 0.49 -0.439
C 1.04 -0.14 -4.65 -0.222
C 1.31 1.58 -0.08 -0.516
C -1.14 0.89 -3.42 -0.115
C -0.32 2.19 2.74 -0.156
C 0.58 1.04 3.19 -0.218
C -2.41 1.32 -0.23 -0.584
C -2.03 2.21 0.96 -0.086
C 0.30 2.61 0.42 -0.074
C 1.10 0.48 -3.41 -0.087
C -1.29 0.30 -4.67 -0.051
C -2.50 -2.42 1.92 -0.880
C -0.19 -0.22 -5.30 -0.030
C 2.24 -0.65 -5.26 -0.188
C 0.78 -2.76 -1.58 -0.439
H -2.34 3.23 0.71 0.131
H 1.55 1.07 2.67 0.123
H 0.54 -0.90 3.08 0.029
H 0.19 3.14 2.97 0.123
H 0.77 1.13 4.26 0.123
H 2.61 -3.62 -1.28 0.150
H -2.66 1.86 1.79 0.137
H -1.24 2.16 3.32 0.124
H 0.89 3.44 0.84 0.136
H -0.26 -0.71 -6.26 0.119
H -1.99 1.27 -2.89 0.091
H -2.27 0.24 -5.11 0.107
H -0.19 2.98 -0.49 0.145
H 2.05 0.56 -2.88 0.118
```

For the HOMO-LUMO gap (alpha / beta), the calculation gives 0.257 / 0.279 Eh. Its charge is -1. The spin multiplicity is 2. The calculation puts the energy above the lowest of the compared OMol25 structures with the same formula, charge and spin at 4.4 kcal/mol. The calculation puts the maximum force at 1.42 eV Å⁻¹. As for the LUMO energy (alpha / beta): 0.73 / 1.31 eV. The HOMO energy (alpha / beta) is -6.272 / -6.290 eV.

---

- The highest maximum force belongs to which entry?
  C15H14FNO5